(1)
13
Properties=species:S:1:pos:R:3 method="wB97M-V/def2-TZVPD" total_charge=0 lumo_ev=0.701 smiles="C=C(F)/C(Br)=C/C" energy_ha=-2867.93139 e_above_lowest_kcal_mol=0.00 homo_energy_ev=-8.97 orbital_gap_ev=9.667
C -1.055 -2.502 -0.036
C 0.734 0.730 -0.162
C -0.058 -1.658 0.176
C -0.299 -0.115 0.194
C 0.690 2.248 -0.185
F 1.227 -1.945 0.502
Br -2.001 0.446 0.505
H -1.114 -3.572 0.059
H -2.013 -1.958 -0.287
H 1.743 0.193 -0.222
H 0.968 2.750 -1.154
H 1.434 2.776 0.532
H -0.256 2.607 0.077


(2)
49
Properties=species:S:1:pos:R:3 method="wB97M-V/def2-TZVPD" total_charge=+1 lumo_ev=-3.412 energy_ha=-4377.08659 e_above_lowest_kcal_mol=23.36 homo_energy_ev=-11.51 orbital_gap_ev=8.100
Pt -1.194 1.833 -0.820
N -0.302 3.652 -0.357
N -1.276 4.675 -0.178
C -2.561 4.463 -0.567
N -3.454 5.377 -0.214
S -2.986 3.158 -1.552
H 0.080 3.438 0.562
H 0.446 4.010 -0.948
H -1.063 5.353 0.539
H -3.231 6.180 0.352
H -4.423 5.207 -0.429
C 2.288 1.530 -1.163
As 0.811 0.596 -0.316
C 1.381 0.551 1.526
C 1.023 -1.219 -0.986
C 2.290 -1.853 -0.494
C 2.290 -2.550 0.712
C 3.458 -3.121 1.194
C 4.639 -3.002 0.475
C 4.646 -2.319 -0.733
C 3.476 -1.748 -1.214
H 3.218 0.994 -0.976
H 2.388 2.536 -0.754
H 2.112 1.596 -2.236
H 2.393 0.153 1.573
H 0.695 -0.068 2.096
H 1.364 1.561 1.938
H 0.988 -1.145 -2.074
H 0.151 -1.760 -0.651
H 1.365 -2.648 1.270
H 3.445 -3.664 2.130
H 5.550 -3.450 0.849
H 5.560 -2.238 -1.306
H 3.483 -1.234 -2.169
N -1.768 -4.137 0.492
C -1.861 -2.871 0.045
N -2.057 -2.670 -1.276
O -1.670 -1.917 0.832
H -1.959 -4.930 -0.092
H -1.730 -4.268 1.488
H -2.430 -3.409 -1.848
H -2.310 -1.722 -1.527
F -3.716 -0.493 2.610
Te -3.218 0.038 0.919
F -1.540 0.295 1.771
F -3.211 1.889 1.392
F -4.043 -1.563 0.369
F -4.968 0.594 0.554
O -2.567 0.318 -0.808


(3)
81
Properties=species:S:1:pos:R:3 method="wB97M-V/def2-TZVPD" total_charge=0 lumo_ev="-0.233 / -0.225" energy_ha=-3536.24349 multiplicity=2 e_above_lowest_kcal_mol=0.00 homo_energy_ev="-6.98 / -6.96" orbital_gap_ev="6.742 / 6.740"
Co -0.516 0.081 -0.908
C -3.383 -3.145 -0.053
C -2.599 -4.290 0.075
C -1.280 -4.230 -0.298
C -0.731 -3.031 -0.780
N -1.465 -1.907 -0.827
C -2.769 -1.999 -0.492
N 0.572 -3.127 -1.239
C 1.274 -2.140 -1.674
N 0.979 -0.798 -1.798
C 2.136 -0.150 -2.198
N 2.384 1.093 -2.404
C 1.432 2.090 -2.250
C 1.850 3.399 -2.536
C 0.938 4.424 -2.534
C -0.400 4.138 -2.255
C -0.728 2.845 -1.940
N 0.164 1.833 -1.918
C 3.200 -1.159 -2.436
C 4.524 -1.010 -2.796
C 5.297 -2.166 -2.862
C 4.747 -3.416 -2.567
C 3.414 -3.541 -2.190
C 2.663 -2.384 -2.137
H -4.435 -3.136 0.198
H -3.024 -5.215 0.445
H -0.627 -5.090 -0.258
H -3.345 -1.092 -0.575
H 2.894 3.549 -2.774
H 1.251 5.436 -2.755
H -1.163 4.904 -2.255
H -1.748 2.584 -1.693
H 4.936 -0.031 -3.005
H 6.342 -2.097 -3.134
H 5.374 -4.297 -2.624
H 2.976 -4.498 -1.938
C -0.026 4.017 1.333
Si -0.099 2.161 1.558
C -0.440 1.827 3.372
C 1.643 1.589 1.222
N -1.250 1.387 0.511
C -2.573 1.823 0.494
C -3.469 1.399 -0.509
C -4.792 1.816 -0.577
C -5.313 2.692 0.362
C -4.460 3.138 1.365
C -3.139 2.723 1.436
H 0.554 4.439 2.162
H -0.991 4.526 1.302
H 0.503 4.256 0.406
H 0.339 2.290 3.989
H -0.431 0.754 3.580
H -1.404 2.222 3.707
H 2.303 2.461 1.167
H 1.765 1.022 0.296
H 2.009 0.947 2.026
H -3.078 0.764 -1.287
H -5.421 1.450 -1.382
H -6.341 3.025 0.311
H -4.829 3.828 2.115
H -2.536 3.095 2.252
C 3.506 -2.628 2.936
N 2.095 -2.306 2.749
C 1.153 -2.668 3.648
C -0.137 -2.328 3.482
C -0.448 -1.536 2.329
N 0.445 -1.216 1.403
C 1.753 -1.595 1.580
O 2.652 -1.328 0.802
N -1.705 -1.088 2.170
H 3.617 -3.134 3.893
H 4.101 -1.720 2.922
H 3.857 -3.268 2.130
H 1.499 -3.234 4.504
H -0.894 -2.609 4.199
H -2.346 -1.170 2.939
H -1.811 -0.280 1.556
N -1.665 0.021 -3.009
H -2.106 -0.873 -3.194
H -0.886 0.128 -3.648
H -2.337 0.753 -3.215


(4)
62
Properties=species:S:1:pos:R:3 method="wB97M-V/def2-TZVPD" total_charge=+4 lumo_ev="-13.434 / -14.067" energy_ha=-2058.42838 e_above_lowest_kcal_mol=0.00 homo_energy_ev="-20.91 / -19.23" orbital_gap_ev="7.475 / 5.159"
Sn 0.626 -0.052 -0.254
P -1.702 -1.453 -0.363
P 2.506 -1.663 0.439
P 0.671 0.037 -2.844
H 0.615 2.430 0.958
C 0.136 2.383 -0.034
C -1.243 2.302 -0.197
H -1.910 2.137 0.654
C -2.701 -1.615 1.151
C -1.456 -3.214 -0.792
C -3.011 -0.975 -1.536
C 4.031 -0.717 0.583
C 2.202 -2.456 2.026
C 2.765 -2.967 -0.787
C -0.403 1.285 -3.590
C 0.349 -1.513 -3.721
C 2.344 0.521 -3.323
H 0.748 2.752 -0.870
H -1.687 2.495 -1.175
H -3.006 -0.626 1.520
H -2.145 -2.140 1.939
H -3.599 -2.203 0.899
H -0.854 -3.714 -0.021
H -0.973 -3.322 -1.772
H -2.447 -3.690 -0.827
H -3.427 0.001 -1.258
H -3.805 -1.732 -1.462
H -2.647 -0.943 -2.569
H 4.864 -1.400 0.801
H 3.952 0.042 1.375
H 4.211 -0.190 -0.365
H 3.040 -3.128 2.247
H 1.266 -3.030 1.984
H 2.117 -1.697 2.816
H 3.569 -3.631 -0.437
H 3.044 -2.535 -1.761
H 1.841 -3.554 -0.912
H -0.108 1.388 -4.644
H -0.294 2.255 -3.087
H -1.455 0.974 -3.538
H 0.631 -1.376 -4.777
H -0.718 -1.775 -3.669
H 0.948 -2.330 -3.291
H 2.388 0.643 -4.418
H 3.098 -0.219 -3.015
H 2.591 1.479 -2.845
C 5.786 1.744 -2.534
C 7.125 2.116 -2.292
C 7.495 3.405 -2.672
C 6.566 4.263 -3.292
C 5.320 3.766 -3.728
C 4.995 2.429 -3.460
O 5.168 0.794 -1.768
H 5.782 0.460 -1.079
H 7.781 1.387 -1.812
H 8.520 3.734 -2.499
H 6.821 5.303 -3.480
H 4.600 4.391 -4.276
H 4.135 1.927 -3.908
O -0.179 0.079 2.502
H -0.683 0.836 2.843
H -0.236 -0.574 3.222


(5)
19
Properties=species:S:1:pos:R:3 method="wB97M-V/def2-TZVPD" total_charge=0 lumo_ev=0.875 smiles=C[C@@H](CO)NCN energy_ha=-344.28199 e_above_lowest_kcal_mol=64.66 homo_energy_ev=-8.50 orbital_gap_ev=9.378
C -0.795 -1.360 -0.899
C 0.326 -0.377 -0.423
C 0.725 0.593 -1.580
O 1.159 -0.045 -2.789
N -0.170 0.402 0.607
C -0.744 -0.025 1.895
N -0.596 0.863 3.085
H -1.565 -0.662 -1.320
H -0.550 -2.069 -1.750
H -1.249 -2.026 -0.081
H 1.239 -0.905 -0.159
H 1.476 1.381 -1.411
H -0.253 1.240 -1.805
H 2.000 -0.536 -2.722
H 0.220 1.374 0.731
H -1.816 -0.130 1.842
H -0.336 -1.042 2.221
H 0.094 1.551 2.972
H -0.255 0.342 3.992


(6)
194
Properties=species:S:1:pos:R:3 method="wB97M-V/def2-TZVPD" total_charge=+1 lumo_ev="-2.419 / -7.787" energy_ha=-3617.42474 multiplicity=2 homo_energy_ev="-9.55 / -9.55" orbital_gap_ev="7.136 / 1.768"
C -3.341 -3.756 -3.538
C -2.096 -2.936 -3.949
C -0.821 -3.466 -3.229
O 0.152 -2.458 -3.379
C 1.344 -2.688 -2.677
N -2.002 -2.963 -5.393
H -3.861 -3.359 -2.666
H -2.991 -4.755 -3.277
H -4.098 -3.812 -4.320
H -2.255 -1.915 -3.601
H -0.595 -4.374 -3.788
H -1.001 -3.682 -2.175
H 2.131 -3.034 -3.348
H 1.346 -3.269 -1.754
H 1.623 -1.723 -2.255
H -2.693 -2.335 -5.776
H -1.137 -2.505 -5.644
C -3.586 6.540 -6.610
C -2.237 5.797 -6.718
C -2.169 4.332 -6.125
O -2.131 4.341 -4.679
C -2.119 3.035 -4.091
N -1.838 5.839 -8.122
H -4.327 5.769 -6.818
H -3.677 7.252 -7.430
H -3.749 6.973 -5.623
H -1.502 6.376 -6.158
H -1.180 3.942 -6.368
H -3.009 3.747 -6.499
H -3.016 2.447 -4.287
H -1.984 3.191 -3.021
H -1.359 2.330 -4.429
H -0.867 5.620 -8.293
H -1.733 6.838 -8.222
C 2.525 0.705 -0.245
C 2.342 -0.079 1.082
C 1.457 0.624 2.180
O 2.079 0.416 3.445
C 1.476 1.075 4.509
N 1.810 -1.378 0.742
H 2.884 1.697 0.029
H 1.596 0.888 -0.785
H 3.248 0.237 -0.913
H 3.273 -0.379 1.562
H 0.384 0.438 2.214
H 1.411 1.693 1.969
H 1.877 0.762 5.473
H 0.412 0.844 4.560
H 1.581 2.159 4.470
H 1.622 -1.870 1.604
H 0.933 -1.280 0.250
C 0.405 0.794 -5.969
C 1.821 0.080 -5.737
C 2.502 0.373 -4.366
O 2.785 1.743 -4.254
C 3.438 2.194 -3.082
N 1.567 -1.316 -5.819
H 0.524 1.862 -5.788
H -0.433 0.459 -5.358
H 0.038 0.697 -6.991
H 2.526 0.383 -6.511
H 3.429 -0.186 -4.242
H 1.907 0.115 -3.489
H 4.311 1.572 -2.887
H 2.683 2.345 -2.311
H 3.791 3.212 -3.246
H 0.810 -1.444 -5.163
H 2.424 -1.740 -5.493
C -5.844 -1.228 -2.293
C -5.963 -0.785 -0.844
O -5.292 0.478 -0.715
O -6.828 -0.588 -3.187
H -6.045 -2.293 -2.405
H -4.872 -1.178 -2.784
H -5.468 -1.488 -0.174
H -6.984 -0.801 -0.463
H -6.001 1.096 -0.908
H -6.911 -1.043 -4.028
C -0.618 -4.028 7.395
C 0.225 -2.843 6.954
O 1.542 -3.228 6.479
O -0.303 -4.404 8.696
H -0.405 -4.844 6.704
H -1.687 -3.876 7.247
H 0.290 -2.187 7.822
H -0.254 -2.215 6.203
H 1.990 -3.730 7.163
H -1.047 -4.908 9.036
C 0.597 -7.605 -0.053
C -0.031 -6.453 -0.785
O -1.193 -6.035 -0.034
O 1.896 -7.887 -0.522
H -0.093 -8.447 0.021
H 0.698 -7.321 0.995
H -0.411 -6.569 -1.800
H 0.644 -5.600 -0.863
H -1.791 -6.785 0.022
H 2.218 -8.669 -0.069
C -3.092 -5.975 3.911
O -2.819 -4.620 4.341
C -3.999 -3.937 4.613
C -3.799 -2.549 5.345
N -3.323 -1.626 4.392
C -3.020 -0.265 4.932
C -2.929 0.644 3.690
O -2.509 1.991 4.072
C -2.934 3.048 3.240
H -3.522 -6.661 4.641
H -2.072 -6.325 3.754
H -3.715 -5.963 3.017
H -4.741 -4.526 5.152
H -4.542 -3.833 3.674
H -3.024 -2.645 6.105
H -4.771 -2.267 5.750
H -2.516 -2.132 4.056
H -2.077 -0.273 5.478
H -3.832 0.144 5.533
H -3.925 0.823 3.285
H -2.327 0.131 2.940
H -2.668 2.825 2.207
H -2.424 3.983 3.472
H -3.998 3.282 3.205
C 7.202 -0.952 5.719
O 6.219 -1.195 4.729
C 5.067 -1.888 5.166
C 4.160 -2.345 4.003
N 4.761 -3.497 3.326
C 4.034 -3.671 2.103
C 4.236 -5.077 1.528
O 5.648 -5.319 1.229
C 6.020 -6.661 1.128
H 7.911 -0.243 5.293
H 7.685 -1.869 6.057
H 6.815 -0.469 6.616
H 4.498 -1.284 5.872
H 5.364 -2.786 5.708
H 4.015 -1.508 3.319
H 3.178 -2.641 4.373
H 5.723 -3.232 3.173
H 4.414 -3.009 1.325
H 2.955 -3.644 2.255
H 3.690 -5.108 0.585
H 3.785 -5.736 2.270
H 5.889 -7.230 2.048
H 7.027 -6.893 0.781
H 5.372 -7.150 0.401
C -1.599 6.542 -2.917
O -1.125 7.618 -2.031
C -0.755 7.198 -0.725
C 0.169 8.235 0.020
N 1.455 8.356 -0.665
C 2.206 9.512 -0.328
C 3.422 9.652 -1.255
O 2.995 9.968 -2.612
C 4.001 9.570 -3.534
H -2.444 6.029 -2.456
H -0.868 5.746 -3.058
H -1.748 6.934 -3.923
H -0.183 6.275 -0.814
H -1.644 6.968 -0.137
H 0.266 7.922 1.060
H -0.225 9.251 0.038
H 1.317 8.312 -1.664
H 2.525 9.408 0.709
H 1.657 10.452 -0.379
H 3.979 8.715 -1.239
H 4.154 10.323 -0.806
H 4.869 10.221 -3.430
H 3.639 9.640 -4.560
H 4.260 8.525 -3.361
C 0.029 -3.130 3.525
O -0.697 -2.408 2.570
C -0.965 -3.224 1.465
C -1.819 -2.311 0.556
N -1.068 -1.058 0.194
C -2.062 -0.026 -0.141
C -1.547 1.337 -0.720
O -0.619 2.071 0.057
C -0.086 3.281 -0.537
H 0.897 -3.654 3.124
H -0.519 -3.871 4.107
H 0.546 -2.496 4.245
H -1.647 -4.038 1.707
H -0.089 -3.579 0.922
H -2.669 -1.978 1.152
H -2.239 -2.850 -0.293
H -0.614 -0.710 1.026
H -2.696 0.224 0.710
H -2.829 -0.413 -0.811
H -2.402 1.975 -0.942
H -1.126 1.196 -1.715
H -0.180 3.385 -1.618
H 0.952 3.387 -0.222
H -0.682 4.078 -0.093


Q: Which max |F| values were calculated for the entries above? A: 4.2, 0.7, 1.3, 2.3, 5.4, 3.4, in eV/Å.